DFT (ωB97M-V/def2-TZVPD) results for a molecular structure, C10H12ClN3O4.

Summary:
- LUMO (eV) = -1.0
- E_HOMO (Ha) = -0.31642
- maximum force (hartree/bohr) = 0.0668

Cartesian coordinates (Å):
1 C -0.6147 0.1604 -3.7622
2 N -1.4262 0.0503 -2.5418
3 C -2.7677 0.6143 -2.5934
4 C -0.8711 -0.4163 -1.4190
5 Cl -1.8606 -1.1855 -0.2276
6 H -1.2434 0.6196 -4.5435
7 H 0.2937 0.7770 -3.6091
8 H -0.3266 -0.8629 -4.0445
9 H -2.8745 1.0463 -3.6108
10 H -3.5159 -0.1702 -2.4699
11 H -2.9574 1.4290 -1.8754
12 H 0.1173 -0.8588 -1.5402
13 C -0.2748 0.9003 -0.0563
14 N 0.4767 1.6058 -1.0509
15 O 0.0119 2.5768 -1.6624
16 O 1.4676 0.9226 -1.4551
17 C 0.4610 0.4272 1.1181
18 C 1.8235 0.0594 1.1417
19 C 2.3830 -0.6433 2.1945
20 C 1.5969 -0.9929 3.2927
21 N 2.1569 -1.8519 4.2734
22 O 1.4942 -2.2491 5.2447
23 O 3.3433 -2.2047 4.1052
24 C 0.2634 -0.5184 3.3861
25 C -0.2483 0.1765 2.3208
26 H -1.2535 1.2919 0.1962
27 H 2.4849 0.3037 0.3153
28 H 3.4484 -0.9053 2.2020
29 H -0.3125 -0.6649 4.2988
30 H -1.2754 0.5631 2.3728

Atoms 1-3, force components in eV/Å:
C 0.50 -0.06 0.01
N -0.16 0.73 0.04
C -0.33 0.40 -0.59

Atom charges from the natural (NBO) analysis, given in e for atoms 1 to 5:
1 C -0.403
2 N -0.438
3 C -0.413
4 C 0.094
5 Cl 0.002